No. 1
# C43H75ClIN4O19P2S

8 unconnected molecules or ions with the total composition C43H75ClIN4O19P2S in a non-equilibrium geometry (ωB97M-V/def2-TZVPD, the Open Molecules 2025 dataset).

ORCA input file:
```
! wB97M-V def2-TZVPD RIJCOSX def2/J DEFGRID3
* xyz 1 1
C 6.829 1.364 -2.778
C 5.564 1.810 -1.820
C 4.188 2.130 -2.680
C 3.352 3.418 -2.062
C 3.069 4.551 -3.253
N 1.552 4.777 -3.401
C 0.751 3.912 -4.104
N -0.731 3.975 -4.305
C -1.387 2.815 -3.599
C -1.497 3.098 -1.991
C -2.630 4.317 -1.817
C -2.940 4.671 -0.228
O -2.946 3.501 0.662
C -0.729 1.377 -4.027
I -1.726 0.903 -5.978
C -1.189 0.102 -3.074
Cl -0.269 -0.075 -1.486
C -2.849 0.020 -2.875
C -3.178 -0.992 -1.585
C 0.867 1.405 -4.396
S 1.124 0.016 -5.659
N 1.464 2.721 -4.745
P 1.939 2.988 -6.410
N 0.829 2.737 -7.552
O 2.389 4.702 -6.545
O 3.456 2.112 -6.679
P 0.869 6.218 -2.627
O 0.081 5.896 -1.114
O -0.067 7.214 -3.700
H 7.823 1.477 -2.162
H 6.774 0.225 -3.119
H 6.927 2.016 -3.762
H 5.909 2.727 -1.173
H 5.343 0.900 -1.092
H 3.495 1.179 -2.580
H 4.517 2.280 -3.795
H 4.029 3.914 -1.213
H 2.318 3.103 -1.575
H 3.584 4.216 -4.251
H 3.592 5.540 -2.886
H -1.172 4.891 -4.126
H -2.512 2.784 -3.999
H -0.466 3.368 -1.486
H -1.961 2.192 -1.368
H -2.297 5.325 -2.312
H -3.637 3.877 -2.248
H -2.232 5.503 0.204
H -4.047 5.119 -0.194
H -2.472 3.772 1.525
H -0.932 -0.868 -3.722
H -3.386 -0.483 -3.797
H -3.333 1.060 -2.645
H -3.225 -0.419 -0.561
H -4.255 -1.439 -1.828
H -2.438 -1.906 -1.595
H 1.455 1.022 -3.428
H 0.932 -1.222 -5.020
H 1.212 2.022 -8.237
H 3.037 4.790 -7.330
H 4.209 2.690 -6.356
H -0.782 6.442 -1.152
H -1.001 7.280 -3.344
O -3.052 4.619 3.822
C -4.254 4.650 3.619
O -4.878 5.572 2.828
C -6.289 5.377 2.905
C -6.469 3.950 3.354
C -5.262 3.724 4.229
H -6.702 6.094 3.622
H -6.740 5.556 1.925
H -7.420 3.777 3.866
H -6.425 3.280 2.487
H -5.447 4.027 5.263
H -4.923 2.687 4.184
O 2.867 5.914 0.593
C 2.259 5.674 1.623
O 2.726 4.872 2.624
C 1.714 4.728 3.619
C 0.808 5.917 3.440
C 0.885 6.171 1.956
H 1.193 3.779 3.453
H 2.174 4.711 4.612
H -0.209 5.742 3.802
H 1.216 6.780 3.981
H 0.148 5.581 1.404
H 0.783 7.233 1.724
O -9.065 6.542 2.269
C -9.354 6.977 1.167
O -10.627 7.257 0.759
C -10.604 7.642 -0.615
C -9.195 8.107 -0.874
C -8.384 7.239 0.055
H -10.874 6.774 -1.225
H -11.335 8.438 -0.787
H -8.899 8.021 -1.923
H -9.091 9.159 -0.579
H -8.110 6.289 -0.412
H -7.497 7.762 0.420
O -3.240 -3.828 -0.647
C -2.208 -4.091 -0.053
O -1.633 -3.282 0.884
C -0.387 -3.847 1.289
C -0.487 -5.312 0.954
C -1.366 -5.311 -0.271
H 0.418 -3.349 0.739
H -0.238 -3.683 2.361
H 0.486 -5.785 0.794
H -0.992 -5.846 1.768
H -0.785 -5.185 -1.189
H -1.983 -6.212 -0.323
O 2.908 -4.581 1.614
C 2.787 -5.265 2.617
O 1.711 -5.217 3.456
C 1.953 -6.065 4.577
C 2.994 -7.050 4.114
C 3.803 -6.238 3.133
H 2.305 -5.449 5.411
H 1.023 -6.562 4.871
H 3.588 -7.466 4.932
H 2.510 -7.883 3.589
H 4.607 -5.686 3.628
H 4.198 -6.861 2.327
O 5.114 -8.708 4.938
C 4.598 -9.597 5.595
O 3.872 -9.391 6.733
C 3.515 -10.652 7.295
C 3.595 -11.633 6.155
C 4.703 -11.064 5.306
H 4.222 -10.889 8.098
H 2.507 -10.597 7.716
H 3.778 -12.660 6.482
H 2.655 -11.621 5.589
H 5.685 -11.422 5.626
H 4.542 -11.269 4.245
O 4.720 -10.653 1.824
C 4.431 -10.217 0.722
O 3.158 -9.937 0.314
C 3.181 -9.552 -1.060
C 4.590 -9.087 -1.319
C 5.401 -9.955 -0.391
H 2.911 -10.420 -1.671
H 2.451 -8.756 -1.232
H 4.886 -9.173 -2.368
H 4.694 -8.036 -1.024
H 5.675 -10.905 -0.857
H 6.288 -9.432 -0.025
*
```

The calculation puts the LUMO energy at -4.12 eV. As for the HOMO energy: -10.32 eV. The gap between HOMO and LUMO comes out at 6.204 eV. The value obtained for the max |F| is 0.12114 hartree/bohr.

Results of the Löwdin charge analysis, in e, for atoms 1 through 99: C -0.15; C -0.25; C -0.20; C -0.14; C -0.15; N -0.17; C -0.16; N 0.11; C -0.35; C -0.14; C -0.15; C -0.23; O -0.13; C -0.64; I 0.93; C -0.66; Cl 0.59; C -0.26; C -0.15; C -0.62; S 0.60; N -0.14; P 0.66; N -0.19; O -0.24; O -0.24; P 1.01; O -0.31; O -0.28; H 0.08; H 0.09; H 0.08; H 0.11; H 0.12; H 0.11; H 0.09; H 0.12; H 0.12; H 0.11; H 0.13; H 0.10; H 0.12; H 0.11; H 0.11; H 0.08; H 0.13; H 0.11; H 0.13; H 0.11; H 0.09; H 0.09; H 0.10; H 0.09; H 0.10; H 0.06; H 0.10; H -0.07; H 0.03; H 0.11; H 0.07; H 0.07; H 0.06; O 0.08; C -0.46; O 0.02; C -0.17; C -0.15; C -0.08; H 0.13; H 0.11; H 0.13; H 0.13; H 0.14; H 0.13; O 0.07; C -0.46; O 0.03; C -0.16; C -0.16; C -0.10; H 0.13; H 0.13; H 0.12; H 0.13; H 0.11; H 0.14; O 0.10; C -0.45; O 0.04; C -0.17; C -0.17; C -0.10; H 0.13; H 0.13; H 0.12; H 0.13; H 0.13; H 0.13; O 0.07



No. 2
# C39H33AsBrF6N5O5SSeW

A molecular structure, C39H33AsBrF6N5O5SSeW (ωB97M-V/def2-TZVPD, the Open Molecules 2025 dataset).

ORCA input file:
```
! wB97M-V def2-TZVPD RIJCOSX def2/J DEFGRID3
* xyz 1 2
W 0.811 0.405 0.494
C 0.138 -3.659 -1.386
C 0.134 -2.637 -0.435
N 0.266 -1.362 -0.753
C 0.413 -1.036 -2.074
C 0.514 -2.001 -3.081
C 0.352 -3.350 -2.703
C 0.790 -1.565 -4.400
C 0.969 -0.235 -4.653
C 0.831 0.734 -3.632
C 0.509 0.341 -2.364
N 0.241 1.161 -1.238
C -0.682 2.213 -1.333
C -1.245 2.767 -2.453
C -2.229 3.771 -2.321
C -2.675 4.183 -1.099
C -2.162 3.573 0.071
C -2.628 3.828 1.373
C -2.112 3.120 2.430
C -1.140 2.152 2.194
N -0.685 1.873 0.974
C -1.167 2.597 -0.075
H -0.007 -4.680 -1.065
H 0.045 -2.871 0.619
H 0.413 -4.126 -3.454
H 0.877 -2.298 -5.190
H 1.210 0.096 -5.653
H 0.990 1.778 -3.862
H -0.979 2.428 -3.441
H -2.651 4.199 -3.221
H -3.442 4.940 -1.010
H -3.400 4.571 1.528
H -2.442 3.292 3.443
H -0.727 1.584 3.014
O -2.921 -2.944 4.309
C -2.140 -2.194 3.538
C -2.518 -1.712 2.286
C -1.611 -0.967 1.584
N -0.365 -0.657 2.030
C -0.035 -1.098 3.262
Br 1.608 -0.598 4.016
C -0.875 -1.867 4.030
H -3.775 -3.109 3.887
H -3.484 -1.905 1.837
H -1.884 -0.588 0.610
H -0.569 -2.202 5.010
C 4.771 -6.793 3.102
C 4.729 -6.205 1.720
C 5.878 -6.125 0.937
C 5.837 -5.599 -0.345
C 4.630 -5.140 -0.850
C 3.468 -5.220 -0.094
C 3.526 -5.748 1.184
S 4.588 -4.413 -2.459
O 5.591 -5.048 -3.251
O 3.209 -4.347 -2.855
N 5.079 -2.862 -2.290
C 4.207 -1.817 -1.808
C 4.158 -1.684 -0.271
C 2.982 -0.866 0.115
O 2.632 0.149 -0.571
O 2.203 -1.144 1.081
H 5.789 -7.044 3.396
H 4.171 -7.702 3.152
H 4.367 -6.094 3.836
H 6.817 -6.492 1.331
H 6.728 -5.564 -0.958
H 2.533 -4.882 -0.520
H 2.620 -5.822 1.775
H 6.080 -2.737 -2.265
H 3.210 -2.030 -2.193
H 4.518 -0.872 -2.251
H 5.055 -1.184 0.106
H 4.082 -2.652 0.222
F -2.520 0.262 -0.956
As -3.608 -0.922 -1.717
F -4.594 0.379 -2.249
F -4.453 -1.003 -0.195
F -4.627 -2.099 -2.422
F -2.539 -2.181 -1.108
F -2.618 -0.818 -3.138
Se 2.367 2.148 1.406
C 1.449 3.464 2.460
C 1.030 4.636 1.839
C 0.397 5.622 2.584
C 0.190 5.445 3.945
C 0.629 4.284 4.567
C 1.262 3.294 3.828
H 1.201 4.778 0.779
H 0.074 6.534 2.099
H -0.295 6.220 4.524
H 0.490 4.152 5.632
H 1.614 2.393 4.313
*
```

As for the relative energy (zero: lowest compared OMol25 entry of this formula, charge and spin): 0.0 kcal per mole. The calculation puts the LUMO energy (alpha / beta) at -4.85 / -4.57 eV. As for the HOMO energy (alpha / beta): -10.62 / -10.97 eV. The expectation value of S² is 0.76. The gap between HOMO and LUMO (alpha / beta) comes out at 5.766 / 6.399 eV. The value obtained for the max |F| is 0.01131 hartree/bohr.

Löwdin analysis output, partial charges in e: W 1.61; C -0.02; C -0.09; N -0.01; C -0.17; C -0.14; C 0.04; C 0.01; C -0.03; C 0.02; C -0.21; N -0.07; C -0.20; C 0.04; C -0.02; C 0.00; C -0.13; C 0.05; C -0.01; C -0.11; N -0.06; C -0.18; H 0.12; H 0.12; H 0.14; H 0.13; H 0.12; H 0.12; H 0.11; H 0.12; H 0.13; H 0.14; H 0.12; H 0.11; O 0.13; C -0.28; C 0.05; C -0.12; N -0.13; C -0.70; Br 0.89; C -0.02; H 0.14; H 0.13; H 0.07; H 0.12; C -0.04; C -0.26; C -0.02; C -0.04; C -0.29; C -0.07; C -0.03; S 0.64; O -0.26; O -0.29; N -0.12; C -0.19; C -0.03; C -0.60; O -0.16; O -0.17; H 0.08; H 0.09; H 0.08; H 0.12; H 0.12; H 0.09; H 0.12; H 0.13; H 0.11; H 0.14; H 0.15; H 0.12; F -0.26; As 0.74; F -0.23; F -0.25; F -0.22; F -0.25; F -0.23; Se 0.83; C -0.62; C -0.13; C -0.07; C -0.08; C -0.07; C -0.15; H 0.11; H 0.11; H 0.11; H 0.11; H 0.06



No. 3
# C7H10NO2S

A gas-phase ion, C7H10NO2S (charge +1) in a non-equilibrium geometry (ωB97M-V/def2-TZVPD, the Open Molecules 2025 dataset).

ORCA input file:
```
! wB97M-V def2-TZVPD RIJCOSX def2/J DEFGRID3
* xyz 1 1
C -0.591 2.865 -0.190
C -0.048 1.530 -0.085
C -0.461 0.253 -0.299
C -1.780 -0.388 -0.522
N 0.724 -0.825 0.079
C 0.294 -1.648 1.186
C 1.040 -1.491 -1.193
O 0.642 -1.181 -2.229
C 1.938 -0.083 0.498
O 2.948 -0.621 0.809
S 1.700 1.609 0.332
H -0.840 3.323 0.888
H -1.530 2.890 -0.705
H 0.126 3.566 -0.512
H -2.440 0.099 -1.248
H -2.384 -0.643 0.469
H -1.560 -1.319 -0.912
H 0.618 -2.739 1.313
H 0.546 -1.084 2.177
H -0.717 -1.718 1.168
H 1.776 -2.396 -1.023
*
```

Its structure (SMILES) is CC1=C(C)[N@@+](C)(C=O)C(=O)S1. As for the relative energy (zero: lowest compared OMol25 entry of this formula, charge and spin): 34.0 kcal per mole. The calculation puts the LUMO energy at -4.38 eV. As for the HOMO energy: -13.65 eV. The gap between HOMO and LUMO comes out at 9.267 eV. The value obtained for the max |F| is 0.10409 hartree/bohr.

Löwdin analysis output, partial charges in e: C -0.09; C -0.45; C -0.16; C -0.01; N -0.15; C 0.02; C -0.21; O 0.23; C -0.72; O 0.14; S 1.19; H 0.16; H 0.09; H 0.06; H 0.11; H 0.15; H 0.05; H 0.16; H 0.17; H 0.04; H 0.21



No. 4
# C6H2N2

A single C6H2N2 molecule in a non-equilibrium geometry (ωB97M-V/def2-TZVPD, the Open Molecules 2025 dataset).

ORCA input file:
```
! wB97M-V def2-TZVPD RIJCOSX def2/J DEFGRID3
* xyz 0 1
C 2.133 -0.762 -0.641
C 1.030 -0.310 -0.462
C -0.384 0.146 -0.383
C -1.051 -0.046 -1.678
N -1.499 -0.207 -2.741
C -0.967 0.478 0.777
C -0.345 0.616 2.028
N 0.061 0.628 3.151
H 3.096 -1.332 -0.838
H -2.074 0.790 0.787
*
```

Its structure (SMILES) is C#C/C(C#N)=C\C#N. As for the relative energy (zero: lowest compared OMol25 entry of this formula, charge and spin): 5.6 kcal per mole. The calculation puts the LUMO energy at -1.51 eV. As for the HOMO energy: -10.47 eV. The gap between HOMO and LUMO comes out at 8.957 eV. The value obtained for the max |F| is 0.10861 hartree/bohr.

Löwdin analysis output, partial charges in e: C 0.14; C -0.09; C -0.23; C -0.16; N 0.17; C -0.06; C -0.20; N 0.17; H 0.08; H 0.16